1.
Below is a cluster of 3 separate species, C2H7O4 in total, with properties calculated with wB97M-V/def2-TZVPD.

XYZ file:
```
13
Properties=species:S:1:pos:R:3:forces:R:3
O 0.0506 0.1004 1.1814 2.265 -0.659 1.652
C -0.9254 0.4807 0.5634 -1.868 0.011 -3.295
O -0.9449 1.3762 -0.3441 -0.252 -0.615 0.977
C -2.2188 -0.4332 0.7530 -0.168 3.868 -0.630
H -2.0386 -0.9341 1.6650 -0.509 -0.982 0.727
H -3.0864 0.2807 0.7091 0.508 -0.514 0.946
H -2.4586 -0.9596 -0.1356 0.556 -1.272 -0.677
H 1.2613 1.2820 -1.2330 0.799 0.670 0.169
H 2.6754 2.0531 -1.0795 -0.548 -0.044 0.441
O 2.1430 1.4856 -1.6375 -0.541 -0.617 -0.467
H 2.4760 -1.6604 -0.6532 -0.358 0.101 0.203
H 1.3137 -1.0961 0.3028 0.957 -2.340 -0.971
O 1.7527 -1.9752 -0.0919 -0.842 2.393 0.925
```
Forces are in eV/Å.

Its charge is -1. As for the LUMO energy: 0.1476 Eh. As for the spin multiplicity: 1. For the energy above the lowest of the compared OMol25 structures with the same formula, charge and spin, the calculation gives 18.7 kcal per mole. Its total energy is -10379.250 eV. The calculation puts the orbital gap at 8.578 eV.

---

2.
Below is a cluster of 3 separate species, C2H7O4 in total, with properties calculated with wB97M-V/def2-TZVPD.

XYZ file:
```
13
Properties=species:S:1:pos:R:3:forces:R:3
O -1.2269 1.8531 -0.2332 -0.015 0.144 -0.116
C -0.3937 0.9903 0.0798 0.014 -0.236 0.050
O 0.8073 0.9033 -0.2915 0.403 -0.142 0.028
C -0.9193 -0.0993 1.0300 -1.349 0.283 0.288
H -1.5057 0.4283 1.7838 0.273 0.103 0.383
H -0.2378 -0.7836 1.5165 0.465 -0.043 -0.134
H -1.7393 -0.6475 0.5530 0.333 -0.207 -0.363
H -0.8005 -2.3239 -2.4950 0.135 0.145 0.018
H -0.6369 -1.9435 -1.0151 -0.095 0.131 -0.189
O -1.2541 -2.3337 -1.6499 -0.023 -0.216 0.186
H 2.0132 -0.0256 0.6132 -0.416 0.016 -0.365
H 3.3399 0.1921 1.3044 -0.137 -0.341 -0.043
O 2.7405 -0.5253 1.0531 0.412 0.363 0.258
```
Forces are in eV/Å.

Its charge is -1. As for the LUMO energy: 0.1431 Eh. As for the spin multiplicity: 1. For the energy above the lowest of the compared OMol25 structures with the same formula, charge and spin, the calculation gives 11.1 kcal per mole. Its total energy is -10379.578 eV. The calculation puts the orbital gap at 8.380 eV.

---

3.
Below is the molecule C2H7OPS, with properties calculated with wB97M-V/def2-TZVPD.

XYZ file:
```
12
Properties=species:S:1:pos:R:3:forces:R:3
C 0.6625 1.8284 -0.5815 -2.490 -1.957 1.081
O -0.6561 0.7436 -0.7017 3.917 2.771 -0.563
P -1.5913 0.2141 0.4535 -2.186 -0.370 -1.275
C -0.9790 -1.4172 1.0214 1.204 1.195 0.094
S -3.4146 0.1488 -0.4098 1.597 -0.024 1.486
H 1.5582 1.2385 -0.6042 0.090 -0.383 -0.557
H 0.6113 2.3024 0.3767 -0.388 -0.102 0.853
H 0.5738 2.6477 -1.2689 -0.423 -0.462 -1.002
H -1.3644 1.1452 1.5233 -0.127 -0.623 -0.223
H -1.0095 -2.2375 0.3451 -0.945 -0.357 -0.906
H 0.0861 -1.3730 1.1964 0.633 0.590 0.179
H -1.3687 -1.6807 1.9700 -0.881 -0.277 0.832
```
Forces are in eV/Å.

Its charge is 0. As for the LUMO energy: 0.0187 Eh. As for the spin multiplicity: 1. As for the SMILES: CO[P@H](C)=S. For the energy above the lowest of the compared OMol25 structures with the same formula, charge and spin, the calculation gives 40.0 kcal per mole. Its total energy is -24358.333 eV. The calculation puts the orbital gap at 8.761 eV.

---

4.
Below is a cluster of 2 separate species, C2H7OS in total, with properties calculated with wB97M-V/def2-TZVPD.

XYZ file:
```
11
Properties=species:S:1:pos:R:3:forces:R:3
C -0.6782 -1.2506 -1.3541 0.732 0.648 0.773
C -0.9011 -0.7576 0.0848 -0.578 -0.157 -0.198
S 0.6527 -0.4262 0.9613 -0.068 0.048 -0.002
H 0.0905 -2.0081 -1.2926 0.052 -0.523 -0.189
H -0.2237 -0.4428 -1.9233 -0.082 0.136 -0.264
H -1.5709 -1.6113 -1.8390 -0.457 -0.194 -0.267
H -1.5119 -1.5186 0.6003 0.229 0.161 0.058
H -1.5261 0.1497 0.0571 0.080 -0.125 0.030
H -0.2741 2.6448 -0.6953 0.183 -0.153 0.200
H 0.4763 1.6837 0.2821 0.114 0.068 0.041
O 0.3934 2.6357 0.0019 -0.205 0.091 -0.183
```
Forces are in eV/Å.

Its charge is -1. As for the LUMO energy: 0.1578 Eh. As for the spin multiplicity: 1. For the energy above the lowest of the compared OMol25 structures with the same formula, charge and spin, the calculation gives 1.2 kcal per mole. Its total energy is -15071.353 eV. The calculation puts the orbital gap at 6.922 eV.

---

5.
Below is a cluster of 2 separate species, C2H7OS in total, with properties calculated with wB97M-V/def2-TZVPD.

XYZ file:
```
11
Properties=species:S:1:pos:R:3:forces:R:3
O -2.0671 1.2355 0.1051 3.434 3.060 0.345
H -1.8900 0.3695 0.4160 0.170 -1.915 0.123
C 1.2249 0.3415 -0.0037 1.041 -1.317 -2.085
C 0.3213 -0.7255 -0.5757 -0.242 0.918 0.379
S -0.1381 -2.1497 0.2397 2.702 -0.830 -1.060
H 2.2984 0.2113 -0.2667 0.295 -0.442 0.598
H 1.1349 0.5092 1.0115 -0.058 -0.103 2.469
H 1.1572 1.3271 -0.4038 -1.038 1.213 -0.850
H -1.0440 1.5649 0.1843 -3.695 -1.105 -0.656
H 0.2073 -0.7074 -1.6394 -0.286 -0.137 -0.456
H -1.2047 -1.9766 0.9326 -2.323 0.658 1.192
```
Forces are in eV/Å.

Its charge is -1. As for the LUMO energy: 0.1471 Eh. As for the spin multiplicity: 1. For the energy above the lowest of the compared OMol25 structures with the same formula, charge and spin, the calculation gives 69.9 kcal per mole. Its total energy is -15068.376 eV. The calculation puts the orbital gap at 5.049 eV.

---

6.
Below is a cluster of 2 separate species, C2H7OS in total, with properties calculated with wB97M-V/def2-TZVPD.

XYZ file:
```
11
Properties=species:S:1:pos:R:3:forces:R:3
C -1.0843 0.6067 -0.8618 -0.780 -0.572 1.108
S -2.9220 0.2860 -0.8274 0.330 0.633 -0.701
H -0.6481 0.7018 -1.8508 -0.387 -0.495 -0.307
H -0.6924 -0.2577 -0.2411 0.755 0.951 -0.601
H -0.8638 1.5451 -0.3519 -0.166 -0.130 0.205
H -2.9493 -0.6235 0.1456 0.274 -0.094 0.106
C 1.8235 -0.4750 0.8069 -0.209 0.581 -0.287
O 0.5555 -0.9327 0.8449 0.038 -0.290 0.330
H 2.4837 -0.8540 1.6215 0.151 -0.149 -0.104
H 1.9514 0.6497 0.8813 -0.249 -0.032 0.226
H 2.3459 -0.6464 -0.1673 0.243 -0.402 0.026
```
Forces are in eV/Å.

Its charge is -1. As for the LUMO energy: 0.1292 Eh. As for the spin multiplicity: 1. For the energy above the lowest of the compared OMol25 structures with the same formula, charge and spin, the calculation gives 49.6 kcal per mole. Its total energy is -15069.256 eV. The calculation puts the orbital gap at 5.938 eV.

---

7.
Below is a cluster of 2 separate species, C2H7OS in total, with properties calculated with wB97M-V/def2-TZVPD.

XYZ file:
```
11
Properties=species:S:1:pos:R:3:forces:R:3
C -1.3381 -0.3853 -0.8302 -1.279 1.926 0.400
S -0.1193 -1.3833 -1.7888 -0.457 0.176 0.037
H -2.4566 -0.2761 -1.2180 2.427 -0.497 -0.172
H -0.8680 0.6754 -0.8509 -1.135 -1.733 0.393
H -1.5034 -0.7146 0.2335 0.886 0.207 -1.144
H 0.9772 -0.9727 -0.9977 -1.088 -0.264 0.470
C 1.0192 0.7983 1.0996 3.103 -5.291 0.248
O 0.8209 -0.6263 0.8457 0.537 0.684 -0.124
H 0.0179 1.0752 1.2772 -0.817 2.064 0.224
H 1.6858 1.0677 0.2599 -0.922 1.477 -0.056
H 1.7645 0.7417 1.9698 -1.256 1.251 -0.276
```
Forces are in eV/Å.

Its charge is -1. As for the LUMO energy: 0.1423 Eh. As for the spin multiplicity: 1. For the energy above the lowest of the compared OMol25 structures with the same formula, charge and spin, the calculation gives 75.0 kcal per mole. Its total energy is -15068.152 eV. The calculation puts the orbital gap at 6.120 eV.

---

8.
Below is a cluster of 2 separate species, C2H7S in total, with properties calculated with wB97M-V/def2-TZVPD.

XYZ file:
```
10
Properties=species:S:1:pos:R:3:forces:R:3
C 1.0082 1.7145 2.0695 -0.884 0.338 0.953
H 0.8390 2.5476 2.7591 0.087 -0.085 0.061
H 0.1163 1.0932 2.1222 -0.053 -0.025 -0.199
H 1.0809 2.1539 1.0876 0.458 -0.324 -0.368
H 1.8312 1.1222 2.4517 0.386 0.088 -0.459
C -0.9348 -1.8331 -2.0866 0.988 0.471 0.637
S -2.0396 -0.4913 -2.5989 -0.298 -0.019 -0.188
H -0.0051 -1.8462 -2.6714 -0.205 -0.190 -0.286
H -1.3427 -2.8432 -2.0582 -0.251 -0.062 -0.180
H -0.5533 -1.6176 -1.0751 -0.229 -0.192 0.028
```
Forces are in eV/Å.

Its charge is -1. As for the LUMO energy: 0.1306 Eh. As for the spin multiplicity: 1. For the energy above the lowest of the compared OMol25 structures with the same formula, charge and spin, the calculation gives 13.6 kcal per mole. Its total energy is -13023.029 eV. The calculation puts the orbital gap at 5.441 eV.

---

Number 1: HOMO -4.56 eV. Number 2: HOMO -4.48 eV. Number 3: HOMO -8.25 eV. Number 4: HOMO -2.63 eV. Number 5: HOMO -1.05 eV. Number 6: HOMO -2.42 eV. Number 7: HOMO -2.25 eV. Number 8: HOMO -1.89 eV.